No. 1
The following is a quantum chemistry calculation of a single C3H6N2O2S molecule at a distorted geometry, from the OMol25 dataset.

Geometry (Å):
O (3.576, 2.000, -0.297)
N (2.211, 1.551, -0.440)
C (2.298, 0.376, 0.064)
O (1.362, -0.508, 0.404)
N (0.185, -0.130, -0.109)
C (-0.897, -0.740, 0.530)
C (-2.388, -0.349, 0.080)
S (-2.891, -1.960, -0.738)
H (3.503, 2.872, -0.717)
H (3.280, -0.197, 0.377)
H (-0.731, -1.512, 1.281)
H (-2.393, 0.627, -0.552)
H (-2.828, -0.284, 1.079)
H (-4.287, -1.746, -0.962)

## Properties
HOMO-LUMO gap (eV): 9.41
Lowest unoccupied orbital energy (hartree): 0.0098
ΔE to the lowest compared entry with this formula, charge and spin (eV): 6.633
Electronic energy (Ha): -775.8964

No. 2
The following is a quantum chemistry calculation of a molecular structure, C23H33Cl2IrNO4SSi at a distorted geometry, from the OMol25 dataset.

Geometry (Å):
Ir (0.221, -0.342, -0.321)
C (3.277, -1.233, 0.597)
C (2.662, -1.478, 1.959)
O (1.268, -1.127, 1.968)
C (0.472, -2.106, 2.643)
C (0.222, -3.297, 1.752)
O (-0.325, -2.841, 0.512)
C (-0.253, -3.850, -0.495)
C (-0.511, -3.158, -1.807)
O (0.436, -2.100, -1.982)
C (1.720, -2.553, -2.440)
C (2.805, -1.784, -1.714)
O (2.344, -1.710, -0.367)
H (3.487, -0.180, 0.404)
H (4.217, -1.787, 0.529)
H (2.764, -2.532, 2.217)
H (3.186, -0.888, 2.714)
H (0.957, -2.424, 3.569)
H (-0.456, -1.606, 2.915)
H (1.150, -3.839, 1.545)
H (-0.469, -3.987, 2.245)
H (0.739, -4.312, -0.466)
H (-1.000, -4.627, -0.316)
H (-0.469, -3.852, -2.648)
H (-1.493, -2.687, -1.805)
H (1.814, -3.618, -2.228)
H (1.796, -2.404, -3.518)
H (3.752, -2.325, -1.783)
H (2.955, -0.779, -2.115)
Cl (-2.319, -0.107, -1.430)
C (-1.979, 1.033, -2.705)
C (-3.041, 1.526, -3.441)
C (-2.773, 2.427, -4.458)
C (-1.472, 2.827, -4.731)
C (-0.427, 2.324, -3.981)
Cl (1.185, 2.830, -4.334)
C (-0.656, 1.412, -2.940)
S (0.736, 0.802, -2.080)
H (-4.050, 1.204, -3.228)
H (-3.588, 2.820, -5.050)
H (-1.263, 3.530, -5.524)
C (0.095, 3.880, 2.248)
Si (0.729, 2.555, 1.092)
C (2.301, 1.890, 1.825)
C (1.007, 3.446, -0.520)
N (-0.350, 0.992, 0.832)
C (-1.544, 0.749, 1.536)
C (-2.211, 1.764, 2.248)
C (-3.389, 1.531, 2.929)
C (-3.958, 0.267, 2.940)
C (-3.324, -0.763, 2.255)
C (-2.154, -0.530, 1.566)
H (0.895, 4.625, 2.224)
H (-0.026, 3.575, 3.287)
H (-0.811, 4.382, 1.911)
H (2.835, 2.725, 2.282)
H (2.958, 1.467, 1.069)
H (2.114, 1.149, 2.600)
H (1.485, 4.385, -0.231)
H (0.078, 3.702, -1.035)
H (1.672, 2.961, -1.232)
H (-1.825, 2.759, 2.252)
H (-3.868, 2.347, 3.452)
H (-4.880, 0.084, 3.473)
H (-3.750, -1.757, 2.257)
H (-1.704, -1.385, 1.079)

## Properties
HOMO-LUMO gap (alpha / beta) (eV): 4.89 / 5.21
Expectation value of S²: 0.771
Lowest unoccupied orbital energy (alpha / beta) (hartree): -0.3187 / -0.3100
ΔE to the lowest compared entry with this formula, charge and spin (eV): 2.143
Spin multiplicity: 2
Charge: +2
Electronic energy (Ha): -2963.6996

No. 3
The following is a quantum chemistry calculation of a single C2H3BrCl3N molecule at a distorted geometry, from the OMol25 dataset.

Geometry (Å):
N (-0.600, 0.986, -0.847)
C (-0.076, 0.572, 0.372)
Cl (1.548, 1.157, 0.927)
C (0.094, -1.150, 0.251)
Cl (1.163, -1.419, -1.258)
Cl (-1.454, -1.773, -0.054)
Br (1.083, -2.170, 1.761)
H (-1.045, 1.917, -0.849)
H (0.127, 1.055, -1.522)
H (-0.840, 0.826, 1.220)

## Properties
HOMO-LUMO gap (eV): 10.26
Lowest unoccupied orbital energy (hartree): -0.0040
ΔE to the lowest compared entry with this formula, charge and spin (eV): 0.390
Electronic energy (Ha): -4087.3237

No. 4
The following is a quantum chemistry calculation of 4 unconnected molecules or ions with the total composition C28H71F3N10O5P4 at a distorted geometry, from the OMol25 dataset.

Geometry (Å):
C (-0.277, 2.973, -3.059)
C (1.099, 3.683, -2.814)
C (2.202, 2.659, -2.373)
C (2.306, 2.589, -0.803)
C (3.624, 3.242, -0.309)
C (2.120, 1.115, -0.390)
O (3.261, 0.238, -0.487)
C (3.376, -0.658, 0.544)
O (3.790, -1.729, 0.457)
C (2.783, 0.092, 1.801)
C (3.995, 0.923, 2.308)
F (5.090, 0.827, 1.552)
F (4.339, 0.411, 3.521)
F (3.750, 2.203, 2.514)
C (1.617, 0.777, 1.052)
P (0.488, 1.963, 1.922)
N (1.112, 3.396, 2.173)
H (-1.110, 3.537, -2.610)
H (-0.298, 1.964, -2.615)
H (-0.487, 2.887, -4.137)
H (1.376, 4.164, -3.764)
H (0.961, 4.446, -2.030)
H (1.942, 1.689, -2.823)
H (3.154, 3.044, -2.771)
H (1.462, 3.167, -0.392)
H (4.050, 3.923, -1.063)
H (3.425, 3.830, 0.600)
H (4.378, 2.480, -0.065)
H (1.378, 0.685, -1.084)
H (2.441, -0.524, 2.638)
H (0.933, -0.088, 0.876)
H (0.011, 1.362, 3.124)
H (-0.642, 2.091, 1.070)
H (1.068, 3.549, 3.184)
C (-3.236, 3.419, 7.424)
N (-1.970, 2.775, 7.725)
C (-2.081, 1.317, 7.644)
P (-0.415, 3.385, 7.301)
O (-0.493, 3.118, 5.801)
N (-0.250, 5.105, 7.190)
C (-1.367, 6.028, 7.184)
C (0.720, 5.527, 6.177)
N (-0.017, 3.527, 9.050)
C (1.012, 2.574, 9.483)
C (-0.986, 3.730, 10.102)
H (-4.043, 2.918, 7.965)
H (-3.472, 3.411, 6.353)
H (-3.268, 4.446, 7.782)
H (-2.045, 0.879, 8.649)
H (-1.268, 0.879, 7.060)
H (-3.011, 0.999, 7.173)
H (-2.071, 5.829, 6.364)
H (-1.014, 7.056, 7.076)
H (-1.903, 6.018, 8.135)
H (0.285, 5.531, 5.169)
H (1.585, 4.861, 6.165)
H (1.091, 6.529, 6.400)
H (0.608, 1.558, 9.587)
H (1.455, 2.875, 10.434)
H (1.821, 2.537, 8.746)
H (-1.537, 2.816, 10.358)
H (-1.706, 4.508, 9.857)
H (-0.464, 4.068, 11.002)
C (3.673, -5.711, -5.070)
N (3.187, -4.763, -4.085)
C (3.892, -3.481, -4.184)
P (1.554, -4.623, -3.556)
O (0.984, -4.022, -4.839)
N (0.587, -6.067, -3.588)
C (0.982, -7.291, -4.253)
C (-0.825, -5.812, -3.871)
N (2.070, -5.125, -1.908)
C (1.968, -4.026, -0.939)
C (3.206, -5.965, -1.609)
H (4.767, -5.707, -5.078)
H (3.314, -5.493, -6.083)
H (3.409, -6.736, -4.817)
H (4.569, -3.356, -3.330)
H (3.201, -2.635, -4.188)
H (4.485, -3.405, -5.096)
H (1.177, -7.142, -5.325)
H (0.199, -8.048, -4.161)
H (1.858, -7.741, -3.782)
H (-1.014, -5.696, -4.947)
H (-1.163, -4.904, -3.372)
H (-1.442, -6.632, -3.496)
H (2.782, -3.304, -1.057)
H (1.972, -4.397, 0.088)
H (1.021, -3.491, -1.086)
H (4.163, -5.435, -1.684)
H (3.249, -6.845, -2.249)
H (3.111, -6.336, -0.584)
C (-1.363, -1.658, -4.567)
N (-2.624, -1.667, -3.840)
C (-2.575, -2.577, -2.696)
P (-3.649, -0.305, -3.604)
O (-2.774, 0.438, -2.597)
N (-3.628, 0.921, -4.829)
C (-2.641, 0.994, -5.887)
C (-3.858, 2.267, -4.301)
N (-4.932, -1.136, -4.555)
C (-6.083, -1.535, -3.737)
C (-4.688, -2.114, -5.589)
H (-1.009, -2.678, -4.726)
H (-0.582, -1.094, -4.041)
H (-1.472, -1.255, -5.572)
H (-3.183, -3.468, -2.894)
H (-2.957, -2.107, -1.785)
H (-1.558, -2.907, -2.475)
H (-1.615, 1.063, -5.499)
H (-2.819, 1.869, -6.517)
H (-2.716, 0.143, -6.567)
H (-2.943, 2.706, -3.885)
H (-4.611, 2.251, -3.510)
H (-4.234, 2.925, -5.087)
H (-5.862, -2.423, -3.129)
H (-6.957, -1.742, -4.358)
H (-6.356, -0.723, -3.054)
H (-4.422, -3.102, -5.189)
H (-3.907, -1.802, -6.279)
H (-5.597, -2.231, -6.187)

## Properties
HOMO-LUMO gap (eV): 6.93
Lowest unoccupied orbital energy (hartree): -0.0282
Electronic energy (Ha): -3697.8651

Please write out number 2 again, unchanged.
The following is a quantum chemistry calculation of a molecular structure, C23H33Cl2IrNO4SSi at a distorted geometry, from the OMol25 dataset.

Geometry (Å):
Ir (0.221, -0.342, -0.321)
C (3.277, -1.233, 0.597)
C (2.662, -1.478, 1.959)
O (1.268, -1.127, 1.968)
C (0.472, -2.106, 2.643)
C (0.222, -3.297, 1.752)
O (-0.325, -2.841, 0.512)
C (-0.253, -3.850, -0.495)
C (-0.511, -3.158, -1.807)
O (0.436, -2.100, -1.982)
C (1.720, -2.553, -2.440)
C (2.805, -1.784, -1.714)
O (2.344, -1.710, -0.367)
H (3.487, -0.180, 0.404)
H (4.217, -1.787, 0.529)
H (2.764, -2.532, 2.217)
H (3.186, -0.888, 2.714)
H (0.957, -2.424, 3.569)
H (-0.456, -1.606, 2.915)
H (1.150, -3.839, 1.545)
H (-0.469, -3.987, 2.245)
H (0.739, -4.312, -0.466)
H (-1.000, -4.627, -0.316)
H (-0.469, -3.852, -2.648)
H (-1.493, -2.687, -1.805)
H (1.814, -3.618, -2.228)
H (1.796, -2.404, -3.518)
H (3.752, -2.325, -1.783)
H (2.955, -0.779, -2.115)
Cl (-2.319, -0.107, -1.430)
C (-1.979, 1.033, -2.705)
C (-3.041, 1.526, -3.441)
C (-2.773, 2.427, -4.458)
C (-1.472, 2.827, -4.731)
C (-0.427, 2.324, -3.981)
Cl (1.185, 2.830, -4.334)
C (-0.656, 1.412, -2.940)
S (0.736, 0.802, -2.080)
H (-4.050, 1.204, -3.228)
H (-3.588, 2.820, -5.050)
H (-1.263, 3.530, -5.524)
C (0.095, 3.880, 2.248)
Si (0.729, 2.555, 1.092)
C (2.301, 1.890, 1.825)
C (1.007, 3.446, -0.520)
N (-0.350, 0.992, 0.832)
C (-1.544, 0.749, 1.536)
C (-2.211, 1.764, 2.248)
C (-3.389, 1.531, 2.929)
C (-3.958, 0.267, 2.940)
C (-3.324, -0.763, 2.255)
C (-2.154, -0.530, 1.566)
H (0.895, 4.625, 2.224)
H (-0.026, 3.575, 3.287)
H (-0.811, 4.382, 1.911)
H (2.835, 2.725, 2.282)
H (2.958, 1.467, 1.069)
H (2.114, 1.149, 2.600)
H (1.485, 4.385, -0.231)
H (0.078, 3.702, -1.035)
H (1.672, 2.961, -1.232)
H (-1.825, 2.759, 2.252)
H (-3.868, 2.347, 3.452)
H (-4.880, 0.084, 3.473)
H (-3.750, -1.757, 2.257)
H (-1.704, -1.385, 1.079)

## Properties
HOMO-LUMO gap (alpha / beta) (eV): 4.89 / 5.21
Expectation value of S²: 0.771
Lowest unoccupied orbital energy (alpha / beta) (hartree): -0.3187 / -0.3100
ΔE to the lowest compared entry with this formula, charge and spin (eV): 2.143
Spin multiplicity: 2
Charge: +2
Electronic energy (Ha): -2963.6996

electronic energy of number 1 (C3H6N2O2S)?
-775.8964 Ha

Among the records above, which one has the lowest electronic energy?
C2H3BrCl3N